No. 1
{"formula": "C43H38IrNO2S2", "method": "the ωB97M-V functional and the def2-TZVPD basis", "relative_energy_kj_mol": 68.2, "total_charge": 3, "multiplicity": 2, "lumo_ha": [-0.342, -0.437], "elements": ["Ir", "C", "C", "C", "C", "C", "C", "C", "S", "O", "C", "C", "C", "C", "C", "C", "C", "C", "C", "C", "C", "C", "C", "C", "C", "C", "C", "C", "C", "C", "S", "O", "C", "C", "C", "C", "C", "C", "C", "H", "H", "H", "H", "H", "H", "H", "H", "H", "H", "H", "H", "H", "H", "H", "H", "H", "H", "H", "H", "H", "H", "H", "H", "H", "H", "C", "N", "C", "C", "C", "C", "C", "C", "C", "C", "H", "H", "H", "H", "H", "H", "H", "H", "H", "H", "H", "H"], "xyz": [[-1.6298, 0.2800, -0.9636], [6.7220, -2.0488, -2.4628], [5.3504, -1.4664, -2.3220], [4.6067, -1.6520, -1.1477], [3.3276, -1.1517, -1.0216], [2.7742, -0.4534, -2.0928], [3.4795, -0.2726, -3.2810], [4.7683, -0.7667, -3.3789], [1.1478, 0.1777, -2.1207], [0.2945, -0.7584, -1.2592], [1.0003, 1.6437, -1.0790], [1.0145, 2.8609, -1.7869], [0.7989, 4.0343, -1.1246], [0.5283, 4.0394, 0.2621], [0.2554, 5.2539, 0.9351], [-0.0235, 5.2606, 2.2714], [-0.0396, 4.0485, 2.9940], [0.2306, 2.8599, 2.3756], [0.5158, 2.8157, 0.9864], [0.7651, 1.5846, 0.2936], [1.0599, 0.4222, 1.1846], [2.3436, 0.4087, 1.8073], [3.3636, 1.2944, 1.4157], [4.6227, 1.2828, 2.0385], [4.8971, 0.3926, 3.0591], [3.9097, -0.5024, 3.4675], [2.6295, -0.5142, 2.8506], [1.6462, -1.4050, 3.2729], [0.4011, -1.4113, 2.6408], [0.1295, -0.5306, 1.6055], [-1.5839, -0.6409, 0.9901], [-2.4543, -0.0594, 1.9868], [-1.8564, -2.3812, 0.9185], [-1.1015, -3.2164, 0.0957], [-1.3943, -4.5657, 0.0934], [-2.4239, -5.0967, 0.8833], [-2.7177, -6.5641, 0.8505], [-3.1546, -4.2287, 1.6951], [-2.8773, -2.8703, 1.7267], [7.1840, -2.2330, -1.4949], [7.3717, -1.3965, -3.0439], [6.6636, -3.0031, -2.9911], [5.0458, -2.2140, -0.3328], [2.7460, -1.3439, -0.1297], [3.0288, 0.2471, -4.1177], [5.3239, -0.6237, -4.2966], [1.1795, 2.8505, -2.8573], [0.8128, 4.9745, -1.6614], [0.2684, 6.1771, 0.3698], [-0.2319, 6.1914, 2.7811], [-0.2749, 4.0626, 4.0499], [0.1882, 1.9479, 2.9576], [3.1915, 1.9982, 0.6117], [5.3785, 1.9842, 1.7104], [5.8651, 0.3897, 3.5413], [4.1077, -1.2012, 4.2715], [1.8417, -2.0961, 4.0833], [-0.3572, -2.1119, 2.9688], [-0.3108, -2.8248, -0.5301], [-0.8137, -5.2291, -0.5358], [-1.8426, -7.1351, 1.1645], [-2.9633, -6.8847, -0.1629], [-3.5482, -6.8229, 1.5026], [-3.9509, -4.6183, 2.3159], [-3.4440, -2.2030, 2.3651], [-3.2164, -1.6895, -2.3943], [-3.4383, -0.4214, -1.6507], [-4.4832, -0.6597, -0.6119], [-3.8986, 0.6615, -2.5985], [-3.7435, 1.9382, -1.8253], [-4.4499, 3.1042, -2.0732], [-4.2777, 4.1955, -1.2325], [-3.4211, 4.1092, -0.1346], [-2.7049, 2.9434, 0.1051], [-2.8279, 1.8763, -0.7724], [-4.1403, -1.9722, -2.9028], [-2.9317, -2.4733, -1.6955], [-2.4322, -1.5507, -3.1374], [-5.4257, -0.8831, -1.1136], [-4.5928, 0.2205, 0.0132], [-4.1957, -1.5202, -0.0120], [-4.9206, 0.4455, -2.9154], [-3.2601, 0.6254, -3.4849], [-5.1503, 3.1591, -2.8975], [-4.8452, 5.0996, -1.4049], [-3.3326, 4.9459, 0.5454], [-2.0969, 2.8607, 0.9940]]}

---

No. 2
{"formula": "C7H11IN", "method": "the ωB97M-V functional and the def2-TZVPD basis", "relative_energy_kj_mol": 395.6, "total_charge": 1, "multiplicity": 1, "lumo_ha": [-0.228, -0.228], "elements": ["C", "C", "C", "C", "C", "C", "C", "N", "I", "H", "H", "H", "H", "H", "H", "H", "H", "H", "H", "H"], "xyz": [[2.0320, 1.9555, 0.2211], [0.5647, 1.9095, 0.0727], [3.0166, 1.1322, 0.1876], [-0.0982, 0.5513, -0.1558], [-1.5346, 0.6822, -0.2750], [-1.2563, -2.2013, 0.5316], [-0.0900, -1.8518, -0.3550], [0.4237, -0.5779, -0.1954], [4.4956, -0.1538, 0.0170], [2.1981, 3.0810, 0.1927], [0.3529, 2.3872, -0.8031], [0.0282, 2.6125, 0.6950], [-2.0024, 0.1751, 0.6056], [-1.7333, 0.3009, -1.2265], [-1.8675, 1.7705, -0.2091], [-1.4760, -3.3594, 0.5247], [-1.0878, -2.0583, 1.6202], [-2.2028, -1.6808, 0.2925], [-0.4849, -1.9729, -1.5015], [0.7221, -2.7017, -0.2391]]}

---

No. 3
{"formula": "C3H13NO3", "method": "the ωB97M-V functional and the def2-TZVPD basis", "relative_energy_kj_mol": 61.1, "total_charge": 0, "multiplicity": 1, "lumo_ha": 0.024, "smiles": "C[C@@H](N)CO.O.O", "elements": ["C", "C", "N", "C", "O", "H", "H", "H", "H", "H", "H", "H", "H", "H", "O", "H", "H", "O", "H", "H"], "xyz": [[-2.8309, 1.0299, 0.0031], [-1.3742, 0.6060, -0.3120], [-0.4025, 1.6075, 0.0707], [-1.1262, -0.7874, 0.2289], [-0.0278, -1.4413, -0.4561], [-2.8394, 2.1084, 0.1535], [-3.1524, 0.6209, 0.9396], [-3.5152, 0.6477, -0.7493], [-1.3785, 0.4985, -1.3983], [0.1361, 2.0252, -0.6626], [0.2015, 1.3677, 0.8362], [-2.0412, -1.3348, -0.0141], [-0.8834, -0.7761, 1.2876], [0.2883, -2.1416, 0.1237], [2.7334, -1.0933, 1.6393], [3.5334, -1.1288, 1.0941], [2.1639, -0.6195, 1.0136], [2.1743, 0.3974, -1.1375], [1.2493, 0.1282, -1.0333], [2.5506, -0.0321, -1.9067]]}

---

No. 4
{"formula": "C7H10", "method": "the ωB97M-V functional and the def2-TZVPD basis", "relative_energy_kj_mol": 383.8, "total_charge": 0, "multiplicity": 1, "lumo_ha": 0.042, "smiles": "CC1=C[C@@H]1C1CC1", "elements": ["C", "C", "C", "C", "C", "C", "C", "H", "H", "H", "H", "H", "H", "H", "H", "H", "H"], "xyz": [[-2.5196, -0.7913, -0.1583], [-1.5964, 0.3226, 0.0370], [-1.3699, 1.6550, 0.0948], [-0.2783, 0.6877, 0.4808], [0.8920, 0.2347, -0.4668], [2.2611, 0.6771, -0.0977], [1.8714, -0.7809, 0.1503], [-2.8757, -0.8424, -1.1674], [-3.4393, -0.7716, 0.4907], [-1.9237, -1.6950, -0.0424], [-1.5868, 2.6780, -0.0718], [0.0620, 0.5630, 1.4170], [0.6870, -0.0986, -1.4358], [2.2382, 1.3406, 0.7183], [2.9102, 0.9842, -0.9415], [2.2024, -1.5257, -0.5596], [1.7653, -1.0733, 1.1735]]}

---

No. 5
{"formula": "C14H37Cl2O14P3", "method": "the ωB97M-V functional and the def2-TZVPD basis", "relative_energy_kj_mol": 1097.9, "total_charge": 0, "multiplicity": 1, "lumo_ha": 0.012, "elements": ["C", "Cl", "Cl", "H", "H", "C", "O", "P", "O", "O", "C", "O", "C", "H", "H", "H", "H", "H", "H", "H", "H", "H", "C", "O", "P", "O", "O", "C", "O", "C", "H", "H", "H", "H", "H", "H", "H", "H", "H", "C", "O", "P", "O", "O", "C", "O", "C", "H", "H", "H", "H", "H", "H", "H", "H", "H", "O", "C", "O", "C", "C", "C", "H", "H", "H", "H", "H", "H", "H", "H"], "xyz": [[0.0965, 0.6741, -0.2754], [1.5637, 0.2795, 0.6798], [0.0316, 2.4027, -0.5015], [0.1515, 0.2151, -1.2625], [-0.7890, 0.4044, 0.3001], [-0.1325, -2.2461, 1.7296], [-0.6017, -1.9967, 3.0531], [0.0454, -0.8176, 4.0190], [-0.5230, -0.6504, 5.3910], [1.6227, -1.1047, 3.9336], [2.1317, -2.2058, 4.7052], [-0.0768, 0.4705, 3.1220], [-1.3202, 1.1749, 3.1464], [0.3148, -3.2397, 1.7039], [0.6770, -1.5482, 1.5158], [-0.9578, -2.1398, 1.0255], [1.7411, -2.3270, 5.7156], [3.1989, -2.0105, 4.8108], [1.9575, -3.1260, 4.1476], [-1.6948, 1.2830, 2.1285], [-1.1890, 2.1796, 3.5483], [-2.0526, 0.5960, 3.7090], [-1.3101, -1.0607, -2.8431], [-1.7135, 0.0033, -2.0562], [-2.7432, -0.2208, -0.8556], [-2.2763, -1.2227, 0.1013], [-3.0413, 1.2866, -0.3007], [-3.3724, 2.3308, -1.1715], [-4.1059, -0.5504, -1.6946], [-5.0141, -1.4522, -1.2327], [-0.2369, -0.9052, -2.9530], [-1.8029, -1.1553, -3.8108], [-1.3768, -2.0139, -2.3186], [-3.1806, 1.9977, -2.1914], [-2.7618, 3.1950, -0.9098], [-4.4266, 2.6055, -1.2088], [-5.8355, -0.9090, -0.7654], [-4.6460, -2.1902, -0.5201], [-5.3493, -1.9173, -2.1598], [3.4314, 0.8536, 2.7217], [3.4345, -0.5335, 3.0364], [3.7067, -1.7272, 1.9478], [4.6329, -1.3713, 0.8331], [3.9710, -2.9719, 2.9389], [4.7218, -4.1023, 2.5352], [2.1465, -1.9400, 1.4271], [1.9375, -2.8552, 0.3152], [2.4733, 1.1913, 2.3266], [4.1640, 1.1535, 1.9725], [3.5672, 1.4937, 3.5935], [5.2360, -4.5400, 3.3909], [5.4458, -3.8792, 1.7515], [4.1552, -4.9184, 2.0869], [2.7116, -3.5764, 0.0531], [1.6585, -2.3738, -0.6221], [1.0695, -3.4129, 0.6671], [-2.6258, 2.8633, -3.3570], [-1.3887, 2.8303, -3.4217], [-0.5604, 3.5319, -4.1931], [-1.0314, 4.4564, -5.0541], [0.1697, 4.8736, -5.9351], [-0.6382, 1.8076, -2.5841], [-1.5017, 5.3269, -4.5968], [-1.8106, 4.0952, -5.7254], [0.5241, 3.9927, -6.4703], [0.9556, 5.2366, -5.2726], [-0.1433, 5.6651, -6.6160], [-0.1620, 1.1001, -3.2630], [-1.3739, 1.3193, -1.9452], [0.1212, 2.3228, -1.9959]]}

---

No. 6
{"formula": "C4H5NO2", "method": "the ωB97M-V functional and the def2-TZVPD basis", "relative_energy_kj_mol": 372.7, "total_charge": 0, "multiplicity": 1, "lumo_ha": 0.011, "elements": ["O", "C", "C", "C", "N", "C", "O", "H", "H", "H", "H", "H"], "xyz": [[-1.5074, 0.1411, 1.2681], [-1.0514, -0.4321, 0.1576], [-0.2298, 0.3841, -0.8648], [0.7651, 1.0725, 0.0646], [1.4009, 0.0896, 0.6569], [0.8504, -1.0316, 0.0150], [0.5250, -0.7558, -1.3138], [-1.7279, -1.1974, -0.2114], [-0.7110, 0.9342, -1.6736], [1.0589, 2.1132, 0.1367], [-0.7450, 0.6992, 1.5661], [1.2869, -2.0050, 0.1999]]}

---

No. 7
{"formula": "C5H10O2", "method": "the ωB97M-V functional and the def2-TZVPD basis", "relative_energy_kj_mol": 251.9, "total_charge": 0, "multiplicity": 1, "lumo_ha": 0.031, "smiles": "C/C(O)=C(/C)CO", "elements": ["C", "C", "O", "C", "C", "C", "O", "H", "H", "H", "H", "H", "H", "H", "H", "H", "H"], "xyz": [[0.5289, -1.6208, 0.9638], [0.6017, -0.6475, -0.1702], [1.3284, -1.0616, -1.2424], [0.1906, 0.6548, -0.1457], [0.4501, 1.5516, -1.3247], [-0.8895, 1.0059, 0.7469], [-1.9727, -0.2413, 0.3609], [-0.0570, -1.2341, 1.7893], [0.0503, -2.5430, 0.6303], [1.5416, -1.8583, 1.3130], [1.5970, -1.9790, -1.1161], [1.3713, 1.2856, -1.8350], [-0.3697, 1.4719, -2.0453], [0.5350, 2.5906, -0.9997], [-0.7211, 0.7962, 1.8012], [-1.3202, 1.9887, 0.5488], [-2.8645, -0.1597, 0.7247]]}

---

No. 8
{"formula": "C10H13O2PS", "method": "the ωB97M-V functional and the def2-TZVPD basis", "relative_energy_kj_mol": 0.0, "total_charge": 0, "multiplicity": 1, "lumo_ha": 0.028, "smiles": "COc1cccc(OC)c1P1(=S)CC1", "elements": ["C", "O", "C", "C", "C", "C", "C", "O", "C", "C", "P", "S", "C", "C", "H", "H", "H", "H", "H", "H", "H", "H", "H", "H", "H", "H", "H"], "xyz": [[-1.5965, -3.2390, -0.1494], [-1.3260, -1.8592, -0.2075], [-0.0731, -1.4294, 0.0781], [1.0704, -2.1998, 0.2664], [2.2632, -1.5494, 0.5364], [2.3506, -0.1703, 0.6161], [1.2077, 0.6147, 0.4459], [1.1508, 1.9663, 0.5227], [2.3404, 2.6632, 0.8132], [0.0387, -0.0587, 0.1685], [-1.9396, 0.8150, 0.0919], [-3.2505, 0.5242, 1.4899], [-2.3336, 1.1313, -1.6526], [-1.8123, 2.3554, -0.8620], [-2.6606, -3.3405, -0.3556], [-1.3774, -3.6450, 0.8431], [-1.0240, -3.7956, -0.9017], [1.0382, -3.2769, 0.2204], [3.1555, -2.1377, 0.6945], [3.3034, 0.2885, 0.8280], [2.0668, 3.7171, 0.8432], [3.0939, 2.5058, 0.0339], [2.7494, 2.3656, 1.7831], [-3.3812, 1.1447, -1.9275], [-1.6889, 0.7444, -2.4285], [-0.8369, 2.7272, -1.1387], [-2.5286, 3.1381, -0.6518]]}